{"formula": "C3H3N8OP", "method": "wB97M-V/def2-TZVPD", "total_energy_ha": -970.61931, "de_lowest_ev": 3.1229, "homo_lumo_gap_ev": [5.09, 7.38], "charge": -2, "species": ["C", "C", "C", "N", "N", "N", "N", "N", "N", "N", "N", "O", "P", "H", "H", "H"], "xyz": [[1.74, -0.52, 0.12], [-0.25, 0.89, 0.19], [0.44, -0.27, 0.45], [3.76, -1.35, 0.15], [-1.84, 2.26, 0.08], [2.56, -1.56, 0.58], [-1.55, 1.11, 0.55], [2.57, 0.35, -0.53], [0.26, 2.02, -0.42], [3.74, -0.19, -0.54], [-0.74, 2.83, -0.47], [-1.34, -1.67, -0.55], [-2.47, -0.92, 0.09], [-0.13, -1.05, 0.96], [-3.21, -0.13, -0.87], [-3.53, -1.77, 0.21]]}